56
Properties=species:S:1:pos:R:3:forces:R:3 method="wB97M-V/def2-TZVPD" homo_energy_ev=-12.83 de_lowest_kcal_mol=34.6 gap_ev=4.51 total_charge=+2
Sb 0.44840 0.14999 2.19853 0.3802 -0.0472 0.6501
C -5.60460 -0.66311 -0.90807 0.1961 0.1700 0.0221
C -1.94580 -1.36181 -0.82107 -0.0201 -0.7595 -0.1761
H 2.42110 -5.55651 -2.21547 0.0092 -0.0517 0.0639
C 2.21000 -5.48431 -1.14837 -0.2142 0.0541 -0.2457
H 0.88300 -2.45901 2.81013 -0.0504 -0.0338 -0.0574
C 0.52710 5.26429 -0.99887 -0.1905 0.0539 -0.0066
C 3.28740 2.78019 -1.05787 0.3496 -0.3132 0.0299
H -1.40370 0.18939 4.14753 0.1651 -0.0018 0.0730
H -2.07700 -0.67841 2.74963 0.0028 -0.0761 -0.0692
H 2.48830 1.83129 2.81373 0.0843 -0.0335 -0.0598
C 4.21950 4.98749 -0.97257 -0.2912 0.2171 0.0037
H 5.38010 3.18499 -1.08627 0.1037 -0.0385 -0.0069
H 0.45550 6.34199 -0.99527 -0.0530 0.0919 0.0239
C -3.37140 -1.60181 -0.93427 -0.1696 -0.2506 -0.0496
H -2.03070 1.09339 2.75013 0.0160 0.0598 -0.0537
H 1.36930 1.73329 4.18263 -0.0682 -0.0997 0.1430
C -5.32110 -3.04661 -1.06637 0.2920 -0.0368 0.0009
C -0.47920 3.09459 -1.06717 -0.0777 -0.2829 0.0459
C -6.14580 -1.94951 -0.97957 0.3434 0.0675 -0.0180
C 3.18730 -4.57071 -0.44987 0.0578 0.2716 0.2655
C 0.76180 2.52929 -1.01617 -0.4208 -1.7929 -0.1117
C 1.39550 -1.55041 3.11273 -0.1693 0.2928 -0.3426
N 0.16860 -2.17421 -0.78737 1.6599 1.7503 -0.2190
C 1.01940 -3.15881 -0.89967 -0.2325 -0.0082 0.2789
H 4.20500 -4.72761 -0.80727 -0.0486 0.0523 0.0037
C 1.81590 4.69489 -0.97777 0.1073 -0.5735 -0.0380
C -4.23840 -0.50131 -0.88387 -0.3029 0.0141 0.0417
H -6.25280 0.19859 -0.87057 -0.0418 0.0476 0.0082
O -3.19890 -4.00701 -1.15297 0.3188 -0.6361 -0.0647
H 0.96830 2.74609 2.78523 -0.0633 0.0511 -0.0610
I 3.71650 0.68349 -1.15267 -0.5302 0.3170 0.1104
H 3.16630 -4.67561 0.63553 -0.0315 -0.0754 -0.0902
S 0.52010 -4.81531 -0.96577 0.0486 0.2193 0.0432
S 2.71830 -2.84711 -0.84777 0.2513 -0.1650 -0.1226
C -0.59770 4.49549 -1.05117 0.0372 0.1096 -0.0290
H -3.79970 0.48289 -0.82827 -0.0479 0.1121 0.0406
H 2.43740 -1.59201 2.80673 0.0288 0.0279 -0.0463
C 1.95970 3.26329 -1.01707 0.1849 0.1880 0.0433
Sn 0.69210 0.21639 -0.69047 -1.6596 0.1986 0.9118
H -1.37160 2.48289 -1.11907 -0.0151 0.0069 0.0265
C 1.44280 1.82359 3.10493 -0.1687 -0.2763 -0.3495
H 2.81340 6.58349 -0.89597 0.0192 0.1504 0.0013
C -3.92620 -2.90111 -1.06007 -0.2549 0.7340 0.1057
H -7.21460 -2.07901 -0.97287 -0.1734 -0.0644 -0.0368
H 5.08940 5.62299 -0.95447 0.0886 0.0813 0.0046
H -1.57890 4.94129 -1.09087 -0.0742 0.0711 0.0024
H -2.24740 -3.79421 -1.21187 -0.2769 0.1337 0.0199
C 2.96050 5.51599 -0.93997 0.2419 -0.0065 -0.0374
N -1.11760 -2.37881 -0.99567 -0.8906 -0.7129 -0.2094
C 4.38510 3.59889 -1.04397 -0.1811 -0.4436 -0.0068
H -5.71700 -4.04611 -1.14487 -0.0549 -0.1184 -0.0036
H 1.33740 -1.44581 4.19123 -0.0584 0.1009 0.1005
O -1.51000 -0.17841 -0.56997 1.6319 1.2835 -0.0938
C -1.51360 0.19309 3.06723 0.2190 -0.0167 -0.4405
H 2.21320 -6.47891 -0.70637 -0.0060 -0.0135 -0.0188

***

55
Properties=species:S:1:pos:R:3:forces:R:3 method="wB97M-V/def2-TZVPD" homo_energy_ev=-8.00 de_lowest_kcal_mol=500.7 gap_ev=8.12 total_charge=0
C 0.73991 -1.72634 -0.42819 -7.4898 -3.6416 -0.8238
H 1.46985 0.15674 3.85331 3.1266 -2.5537 -0.6026
O 3.32977 -2.66741 3.76749 -1.1009 -5.5705 1.9058
H 4.07368 -0.92785 2.92226 -2.0693 -1.7641 -0.1119
H -1.18343 0.71744 4.02478 0.4763 -0.5188 1.2902
N -2.74642 -1.23055 -2.95744 -1.5154 4.7784 -6.7819
H 2.10643 4.93310 -3.32893 -1.0471 1.4996 -9.3803
H 2.98666 -0.07746 4.73533 1.0280 -0.7053 0.0609
C 0.19159 -2.24840 0.80356 4.6811 4.6481 1.2334
H 0.04886 -1.88674 -2.35603 4.6642 1.5345 -11.8080
C 2.30990 4.77777 -2.44856 -2.7437 -6.9444 6.0653
H 2.06621 5.52912 -1.87912 -1.1839 4.0356 3.3430
H -1.15441 0.84235 0.19128 3.1482 2.3338 1.0452
O 1.00844 -2.01080 1.93890 1.0144 -0.2980 -0.9073
C 0.85017 3.32190 -0.81432 -2.1873 -2.3023 -10.5023
C 1.38989 2.93901 1.36818 -0.3330 0.7603 -0.0603
H -3.25006 -1.28591 -3.97223 1.1073 -0.1786 3.6376
C -2.10777 0.03164 -2.86760 2.6703 0.5030 0.1030
C 0.32341 2.08239 1.44800 2.8551 0.8908 3.2326
H 2.91944 -2.10936 1.08925 0.8072 -1.1485 -0.7406
C 1.68148 3.50402 0.09716 -6.1790 -7.9425 7.1259
O 1.19119 3.55270 -2.21385 0.7811 3.5897 1.2094
H 2.27643 4.13081 0.11981 10.6593 10.4136 -0.2373
H 3.19583 -2.90474 5.84413 -2.3462 0.8087 -2.2486
C -0.30132 -1.95670 -1.54639 1.3110 -0.5485 12.5698
O 0.00439 1.53492 2.60492 1.2724 0.7438 2.9498
H 1.85869 3.37138 2.22414 0.4213 -0.2474 0.5890
N -1.34375 0.40665 -1.88378 -1.7564 2.0530 -0.7216
H 1.17221 -1.58842 6.06003 0.7170 0.1733 -2.5501
C -2.03949 -2.46212 0.11267 3.2505 -2.2222 0.2258
C -1.48702 -2.47324 -1.35275 -5.6709 1.0672 5.1636
H 1.81713 -3.93030 5.06184 1.6381 2.8548 -1.3542
H -0.63793 3.12211 -3.66985 0.3087 1.2751 -0.3499
H -2.02109 1.36717 2.65589 0.2303 -0.6842 0.0573
C 2.43633 -0.72291 4.06780 -8.5655 4.7840 3.5978
C -1.12200 0.79052 2.97939 -0.6832 -0.3135 -4.5121
H 1.71254 -1.76459 -0.76596 2.0837 0.4380 -0.0342
H 0.68636 -2.09856 4.39923 -2.7597 0.0623 -1.7141
C -1.01844 2.28546 -3.17667 -1.5581 -0.2826 -5.3430
H 3.03971 4.17567 -2.11711 3.6196 -1.1179 0.4150
C 2.36310 -2.78158 4.89633 7.3999 -11.0494 4.3718
C -0.81580 1.83986 -2.00244 -0.5699 -5.4845 2.7151
S -1.94821 1.11081 -4.42870 0.7005 0.4867 4.3719
H -3.03128 -2.90036 0.24985 0.0194 0.6982 -0.0484
C -0.07720 2.26625 -0.79210 1.0317 5.8652 -9.8618
O -3.53604 -3.16708 -2.34003 -2.8635 -2.7466 -0.4595
H -0.99077 -0.15424 2.33448 -1.0159 0.7935 1.6914
C 1.49397 -1.78752 4.93021 -1.2254 6.8562 2.9327
C -1.11127 -2.42165 1.25694 -0.9120 2.1039 -15.1205
H -1.24188 -2.70630 2.10817 -2.0708 -2.7637 9.8074
C -2.70879 -2.34547 -2.26527 4.2888 -0.8080 2.4775
C 2.47566 -1.47679 1.80501 -4.6339 -3.5288 -2.7234
C -0.18149 1.74649 0.29412 -9.1879 -10.4610 5.3111
C 2.95548 -1.63990 3.10305 6.5321 8.0216 -0.7043
H 2.45911 -0.53758 1.33880 -0.1752 1.7533 0.2028

***

53
Properties=species:S:1:pos:R:3:forces:R:3 method="wB97M-V/def2-TZVPD" multiplicity=2 homo_energy_ev="-10.60 / -10.80" gap_ev="5.58 / 6.00" total_charge=+1 s2=0.783
H -3.59917 1.51106 -2.57949 -0.0430 0.0547 -0.0586
C -0.77863 -2.28640 -0.75630 -0.2258 -0.1913 0.5732
C 2.62515 2.90003 -0.32907 0.3926 -0.1419 0.0121
C -2.14053 1.33022 2.92191 0.1224 -0.0463 0.0129
H -4.13943 -0.94966 2.51669 -0.1056 -0.0242 0.0476
H -3.77143 -2.17078 1.29920 -0.0171 -0.1078 0.0150
O 6.38035 1.33133 -0.37085 0.1392 0.2269 0.0453
H -1.71624 -2.79649 -0.56004 -0.1881 0.1933 -0.1046
C 3.67922 0.74874 -0.17099 -0.0388 -0.2692 0.0701
N 0.85895 -1.44370 0.35920 -1.2080 0.1238 0.0660
C 1.37704 2.28633 -0.34683 -0.0758 -0.2998 -0.0062
H 0.48237 2.86981 -0.48431 -0.1240 0.0131 -0.0002
N 6.09892 0.14991 -0.40561 0.6935 -0.0810 -0.1508
C -1.89684 3.29983 0.43830 0.1964 -0.0922 -0.0453
H 2.67865 3.97325 -0.40354 0.0035 0.1195 -0.0354
H 4.75161 2.62448 -0.25255 -0.1043 0.0191 -0.0392
H -0.51140 -2.37648 -1.80855 0.0289 0.3143 -0.0772
C 3.15005 -2.08755 -0.12822 -1.2966 1.4868 0.3877
C 4.72131 -0.23151 -0.25473 -1.1651 -0.7283 -0.0027
O 6.90852 -0.73728 -0.56389 0.1894 -0.0671 -0.0043
H 5.25908 -2.26768 -0.52139 -0.0329 0.0101 0.0370
C 0.36854 -2.77743 0.14125 -0.5003 -0.1184 -0.0655
H -2.58990 -1.77432 2.55185 0.0118 -0.0804 0.0732
C 2.13052 -1.14276 0.14351 2.2932 0.2937 -0.7855
H -3.09707 1.58598 3.38276 -0.0410 0.0134 -0.0198
H -4.65826 -0.64575 -1.48999 -0.0772 0.0151 -0.0161
C -2.12447 1.82770 0.35560 -0.1004 -0.6953 -0.1810
H -3.19919 -1.24592 -2.27447 -0.0118 -0.0555 -0.1161
N 1.23172 0.97369 -0.18902 0.0245 0.4529 0.2558
C 1.39886 -3.73647 -0.36646 0.4237 0.1934 0.0819
H 1.03459 -4.70467 -0.66501 0.0397 -0.2584 -0.0414
C -2.80207 -0.28654 1.02017 0.7435 -0.1929 -1.0283
C -2.87953 -0.21565 -0.42420 -0.0148 0.2090 0.4269
C 3.78312 2.15137 -0.24457 -0.3348 0.3434 -0.0528
H -2.85802 3.78542 0.61948 0.0170 0.0438 0.0204
H -1.47556 2.18424 3.03219 -0.0038 -0.0071 0.0536
H -2.31718 2.68180 -2.26728 0.0222 0.0178 -0.0552
H -1.72580 0.48817 3.47457 -0.0069 0.0301 0.0700
H -1.50236 3.70256 -0.49327 0.0106 0.0577 0.0402
C -3.35088 -1.36448 1.89068 0.2496 -0.0350 -0.0196
C -2.33538 0.97009 1.49208 1.2211 -0.3165 -0.9604
Tc -0.59078 -0.18423 -0.05784 -2.7776 0.2936 1.3532
C -2.57919 1.62835 -2.21291 0.0541 -0.0776 0.0363
C -3.68648 -1.10647 -1.31344 0.2898 -0.0189 0.0380
H -1.92459 1.07037 -2.88658 -0.0652 0.0701 -0.0215
H -3.85351 -2.08025 -0.86805 -0.0165 -0.1268 0.0014
C 2.70586 -3.43590 -0.39296 -0.5537 -0.6651 -0.1093
H -0.04808 -3.18519 1.07530 0.0850 0.1092 -0.0721
C -2.48442 1.10824 -0.81360 0.6078 -0.1234 0.1246
C 2.36641 0.24234 -0.05202 0.6869 -0.6485 0.1464
C 4.43752 -1.59391 -0.31644 0.4999 0.8052 0.1360
H 3.43984 -4.16212 -0.70815 0.0321 -0.1145 -0.0488
H -1.23182 3.56431 1.25786 0.0508 0.0734 -0.0071